1.
Below is 2 unconnected molecules or ions with the total composition C3H10NO at a distorted geometry, with properties calculated with ωB97M-V/def2-TZVPD.

Positions of all 15 atoms, in Å:
C  1.02  -1.97  0.73
O  1.61  -0.92  0.04
H  1.81  -2.65  1.10
H  0.43  -1.63  1.59
H  0.36  -2.60  0.12
C  -0.14  1.29  -1.43
N  -0.58  0.16  -0.54
C  -1.11  0.83  0.67
H  0.68  0.99  -2.08
H  -0.92  1.49  -2.16
H  0.12  2.13  -0.79
H  0.38  -0.21  -0.23
H  -1.42  0.08  1.40
H  -1.90  1.56  0.46
H  -0.32  1.44  1.12

Values from the calculation:
Frontier orbital gap (spin up / spin down)   10.584 / 7.318 eV
Spin multiplicity   2
Maximum force   1.87 eV/Å
LUMO energy (spin up / spin down)   1.098 / -1.962 eV
E   -250.16146 hartree
<S²>   0.757
HOMO level (spin up / spin down)   -9.49 / -9.28 eV
ΔE to the lowest compared entry with this formula, charge and spin   145.34 kJ/mol



2.
Below is 11 unconnected molecules or ions with the total composition C42H114N8O13 at a distorted geometry, with properties calculated with ωB97M-V/def2-TZVPD.

Positions of all 177 atoms, in Å:
C  10.06  -9.63  10.44
C  10.90  -9.88  9.17
O  10.20  -10.70  8.30
H  10.16  -10.45  11.16
H  8.99  -9.68  10.26
H  10.37  -8.67  10.86
H  11.88  -10.24  9.47
H  11.03  -8.88  8.74
H  9.95  -11.45  8.85
C  9.75  -10.00  4.86
C  8.46  -9.31  5.30
O  8.60  -8.93  6.62
H  10.57  -9.28  4.86
H  9.69  -10.24  3.80
H  10.06  -10.81  5.53
H  7.63  -10.01  5.20
H  8.12  -8.53  4.62
H  9.10  -9.60  7.08
C  14.16  -7.68  5.33
C  13.36  -7.87  6.59
O  13.11  -6.68  7.19
H  14.18  -8.61  4.76
H  15.13  -7.27  5.60
H  13.71  -6.95  4.67
H  14.08  -8.33  7.26
H  12.51  -8.55  6.57
H  12.22  -6.37  7.01
C  17.26  -14.89  15.35
O  17.10  -13.45  15.21
C  18.43  -12.76  15.13
C  18.71  -12.69  13.58
N  18.02  -11.56  12.98
C  18.29  -11.29  11.64
C  17.10  -10.45  11.13
O  17.07  -10.25  9.70
C  15.97  -9.47  9.29
H  16.28  -15.30  15.12
H  17.64  -15.23  16.31
H  18.04  -15.23  14.67
H  19.11  -13.29  15.80
H  18.21  -11.82  15.63
H  18.57  -13.65  13.07
H  19.75  -12.48  13.34
H  17.01  -11.61  12.98
H  18.21  -12.22  11.07
H  19.27  -10.88  11.40
H  17.18  -9.41  11.47
H  16.20  -11.00  11.42
H  16.30  -9.32  8.26
H  15.82  -8.55  9.86
H  15.02  -10.00  9.23
C  19.45  -10.59  -0.94
O  18.02  -10.30  -1.24
C  17.26  -9.92  -0.08
C  16.69  -11.08  0.69
N  15.60  -10.82  1.68
C  15.59  -12.04  2.55
C  14.82  -11.93  3.79
O  15.27  -10.91  4.63
C  16.65  -10.92  5.17
H  20.03  -10.83  -1.84
H  19.64  -11.51  -0.40
H  19.87  -9.69  -0.49
H  16.36  -9.41  -0.42
H  17.78  -9.07  0.37
H  17.60  -11.41  1.18
H  16.28  -11.87  0.06
H  15.91  -10.10  2.32
H  16.59  -12.33  2.89
H  15.22  -12.89  1.97
H  15.04  -12.84  4.34
H  13.75  -11.80  3.57
H  16.70  -9.88  5.49
H  17.33  -11.28  4.41
H  16.56  -11.42  6.14
C  10.98  -4.14  6.86
C  10.31  -5.35  7.45
C  8.84  -4.97  7.96
O  8.84  -4.17  9.17
C  9.10  -4.89  10.39
N  10.34  -6.23  6.31
H  10.43  -3.72  6.01
H  12.00  -4.38  6.54
H  11.00  -3.27  7.51
H  10.90  -5.76  8.27
H  8.22  -5.87  8.04
H  8.33  -4.50  7.12
H  8.77  -4.16  11.13
H  10.12  -5.19  10.64
H  8.40  -5.72  10.49
H  9.94  -7.13  6.56
H  9.61  -5.92  5.69
C  17.81  -6.07  6.90
C  18.78  -7.26  6.85
C  20.18  -6.89  6.33
O  20.92  -6.16  7.34
C  22.29  -5.90  7.03
N  18.91  -7.67  8.22
H  16.95  -6.45  7.46
H  17.45  -5.72  5.94
H  18.18  -5.16  7.38
H  18.38  -8.18  6.42
H  20.25  -6.33  5.40
H  20.84  -7.74  6.16
H  22.78  -5.39  7.86
H  22.54  -5.46  6.06
H  22.89  -6.81  7.07
H  19.22  -8.63  8.29
H  19.61  -7.10  8.67
C  15.91  -6.31  1.08
C  17.13  -6.48  2.04
C  17.68  -5.22  2.59
O  18.79  -5.45  3.42
C  19.38  -4.19  3.92
N  16.57  -7.23  3.21
H  15.29  -5.52  1.50
H  15.37  -7.26  1.13
H  16.18  -5.98  0.08
H  17.95  -7.11  1.68
H  16.92  -4.70  3.17
H  17.78  -4.47  1.80
H  18.73  -3.77  4.69
H  19.52  -3.55  3.04
H  20.39  -4.25  4.33
H  16.98  -8.10  3.51
H  16.74  -6.55  3.94
C  14.81  -3.52  7.36
C  15.48  -2.27  6.78
C  15.54  -1.09  7.74
O  14.20  -0.72  8.14
C  13.64  0.37  7.48
N  16.70  -2.67  6.30
H  15.33  -3.97  8.20
H  14.65  -4.22  6.53
H  13.80  -3.51  7.77
H  14.99  -1.84  5.91
H  16.04  -0.24  7.29
H  16.05  -1.39  8.66
H  13.50  0.06  6.44
H  14.15  1.33  7.53
H  12.66  0.59  7.90
H  17.21  -3.10  7.06
H  17.21  -1.96  5.81
C  12.26  -11.78  0.13
C  12.39  -10.21  0.13
C  12.20  -9.51  1.53
O  12.43  -8.04  1.25
C  12.06  -7.19  2.24
N  13.65  -9.95  -0.48
H  12.97  -12.10  0.89
H  12.43  -12.24  -0.84
H  11.27  -12.05  0.51
H  11.60  -9.87  -0.54
H  12.89  -9.76  2.34
H  11.20  -9.78  1.87
H  11.55  -6.34  1.78
H  13.01  -6.98  2.72
H  11.48  -7.62  3.05
H  13.77  -8.96  -0.33
H  14.32  -10.38  0.15
C  9.99  -1.44  2.37
C  10.79  -2.71  2.40
C  12.25  -2.49  2.78
O  12.86  -3.72  2.57
C  13.96  -3.87  3.45
N  10.02  -3.63  3.22
H  9.96  -0.96  3.35
H  8.97  -1.72  2.10
H  10.35  -0.76  1.60
H  10.87  -3.23  1.44
H  12.32  -2.09  3.80
H  12.72  -1.66  2.27
H  14.39  -4.84  3.23
H  13.79  -3.82  4.53
H  14.69  -3.06  3.37
H  10.51  -4.50  3.39
H  9.86  -3.31  4.17

Values from the calculation:
Frontier orbital gap   9.035 eV
Structure (SMILES)   COC[C@H](C)N.COC[C@H](C)N.COC[C@H](C)N.COC[C@H](C)N.COC[C@H](C)N.COC[C@H](C)N.COCCNCCOC.COCCNCCOC.CCO.CCO.CCO
Spin multiplicity   1
Maximum force   4.92 eV/Å
LUMO energy   0.462 eV
E   -3084.32568 hartree
HOMO level   -8.57 eV
ΔE to the lowest compared entry with this formula, charge and spin   481.91 kJ/mol



3.
Below is 2 unconnected molecules or ions with the total composition C3H12N2O at a distorted geometry, with properties calculated with ωB97M-V/def2-TZVPD.

Positions of all 18 atoms, in Å:
C  0.23  -1.70  0.52
C  0.07  -0.61  -0.53
C  -1.06  0.39  -0.20
N  -1.02  1.52  -1.21
N  0.96  -2.85  0.05
H  0.67  -1.26  1.45
H  -0.79  -2.03  0.86
H  0.88  0.06  -0.86
H  -0.18  -1.10  -1.49
H  -1.00  0.81  0.79
H  -2.06  -0.01  -0.36
H  -0.13  1.99  -1.25
H  -1.21  0.97  -2.04
H  1.41  -3.43  0.76
H  1.86  -2.54  -0.33
H  -0.21  2.95  1.41
H  0.99  3.38  0.76
O  0.59  3.44  1.64

Values from the calculation:
Frontier orbital gap   10.348 eV
Structure (SMILES)   NCCCN.O
Spin multiplicity   1
Maximum force   2.12 eV/Å
LUMO energy   0.763 eV
E   -306.21185 hartree
HOMO level   -9.59 eV
ΔE to the lowest compared entry with this formula, charge and spin   84.25 kJ/mol



4.
Below is 2 unconnected molecules or ions with the total composition C2S3 at a distorted geometry, with properties calculated with ωB97M-V/def2-TZVPD.

Positions of all 5 atoms, in Å:
C  -3.71  0.04  0.94
C  2.36  0.51  0.12
S  1.15  1.38  0.60
S  3.50  -0.44  -0.31
S  -2.83  -0.02  -0.33

Values from the calculation:
Frontier orbital gap   9.540 eV
Spin multiplicity   1
Maximum force   1.57 eV/Å
LUMO energy   -0.314 eV
E   -1270.68873 hartree
HOMO level   -9.85 eV
ΔE to the lowest compared entry with this formula, charge and spin   4.01 kJ/mol



5.
Below is 2 unconnected molecules or ions with the total composition C3H8ClN at a distorted geometry, with properties calculated with ωB97M-V/def2-TZVPD.

Positions of all 13 atoms, in Å:
C  1.54  -0.38  0.77
C  0.64  0.61  1.48
C  -1.42  0.21  -1.13
N  -1.79  -0.74  -1.98
Cl  -1.79  1.85  -1.57
H  2.48  0.23  0.46
H  1.91  -1.19  1.52
H  1.00  -0.83  0.00
H  1.33  1.23  2.18
H  0.13  1.14  0.63
H  0.00  0.08  2.11
H  -2.13  -0.58  -2.87
H  -1.92  -1.63  -1.58

Values from the calculation:
Frontier orbital gap   9.640 eV
Spin multiplicity   1
Maximum force   4.18 eV/Å
LUMO energy   0.794 eV
E   -633.95244 hartree
HOMO level   -8.85 eV
ΔE to the lowest compared entry with this formula, charge and spin   215.73 kJ/mol